(1)
{"formula": "C10H16ClN7O2SV", "method": "ωB97M-V with the def2-TZVPD basis set", "symbols": ["V", "N", "C", "C", "N", "C", "C", "N", "C", "C", "N", "H", "H", "H", "H", "H", "H", "N", "N", "C", "N", "S", "H", "H", "H", "H", "H", "Cl", "C", "H", "H", "C", "C", "O", "O", "H", "H", "H"], "coordinates": [[0.0613, -0.2424, 0.0178], [2.5457, 0.9031, 3.2617], [3.2832, -0.2172, 2.9561], [2.6599, -0.8056, 1.9006], [1.5597, -0.0540, 1.5578], [1.5173, 0.9561, 2.4031], [0.3610, 1.8061, 2.2902], [-0.4941, 1.5096, 1.3236], [-1.5844, 2.3287, 1.5426], [-1.3554, 3.1228, 2.6205], [-0.1153, 2.7729, 3.0872], [2.7597, 1.5504, 4.0041], [4.1613, -0.4909, 3.5136], [2.9073, -1.7238, 1.3974], [-2.4860, 2.3025, 0.9610], [-1.9549, 3.8798, 3.0938], [0.3342, 3.1716, 3.8968], [-1.6230, 1.0145, -1.0565], [-1.7755, 0.8241, -2.4372], [-1.5296, -0.4092, -2.9042], [-1.8070, -0.6919, -4.1651], [-0.8808, -1.5674, -1.8512], [-2.5201, 0.8591, -0.5964], [-1.3277, 1.9737, -0.8991], [-2.3414, 1.4835, -2.9540], [-2.2775, -0.0482, -4.7832], [-1.5953, -1.6125, -4.5170], [1.5084, 1.2412, -1.3191], [1.7846, -0.5034, -1.0794], [2.7050, -0.6418, -0.5346], [1.6930, -1.0207, -2.0228], [-0.9160, -3.4847, 1.9726], [-0.5582, -2.2637, 1.2127], [0.4500, -2.2041, 0.4328], [-1.2125, -1.1788, 1.2835], [-0.3446, -4.3372, 1.6179], [-1.9862, -3.6655, 1.8851], [-0.6983, -3.3128, 3.0285]], "atomic_forces_ev_per_a": [[-0.39, 0.41, 0.00], [-0.02, 0.00, 0.02], [0.00, -0.01, -0.01], [0.01, -0.02, 0.06], [0.18, -0.27, 0.04], [0.02, 0.01, -0.06], [-0.03, -0.05, -0.01], [0.00, 0.14, 0.21], [0.01, 0.06, 0.02], [-0.04, 0.00, 0.01], [0.05, 0.00, -0.03], [-0.01, 0.01, 0.00], [0.01, -0.01, -0.01], [0.01, 0.01, -0.01], [-0.04, 0.01, -0.05], [-0.02, 0.00, -0.01], [0.01, 0.00, 0.00], [0.14, -0.03, 0.13], [0.03, 0.06, -0.10], [0.02, -0.16, -0.02], [-0.06, 0.03, 0.08], [0.14, -0.19, -0.12], [0.05, -0.05, 0.08], [-0.03, 0.00, -0.06], [-0.02, 0.03, 0.03], [0.01, 0.00, -0.01], [0.00, 0.00, -0.02], [-0.14, -0.31, 0.11], [-0.07, 0.41, -0.14], [0.05, -0.11, -0.08], [0.12, -0.08, 0.03], [0.02, 0.06, -0.01], [0.03, 0.01, -0.03], [0.11, -0.05, 0.05], [-0.12, 0.12, -0.07], [-0.01, -0.01, -0.01], [0.00, -0.01, -0.01], [0.00, 0.00, 0.00]], "mulliken_charge": [0.332, -0.117, -0.827, -0.405, 0.477, -0.143, 0.208, 0.391, -0.221, -0.792, -0.082, 0.191, 0.430, 0.580, 0.475, 0.423, 0.189, -0.467, -0.432, 0.662, -0.382, -0.310, 0.277, 0.450, 0.246, 0.215, 0.241, -0.024, -0.653, 0.519, 0.527, -1.271, 1.224, -0.474, -0.510, 0.358, 0.374, 0.320], "total_charge": 2, "homo_lumo_gap_ha": [0.2999, 0.3165], "e_above_lowest_kcal_mol": 0.0, "spin_multiplicity": 2, "largest_force_ha_per_bohr": 0.011}

=====

(2)
{"formula": "C10H16ClNO2", "method": "ωB97M-V with the def2-TZVPD basis set", "symbols": ["C", "C", "C", "C", "C", "C", "C", "C", "C", "C", "N", "O", "O", "Cl", "H", "H", "H", "H", "H", "H", "H", "H", "H", "H", "H", "H", "H", "H", "H", "H"], "coordinates": [[0.3053, 1.9685, 0.6335], [-0.9983, 1.5263, -0.1173], [1.6609, 0.8925, -1.2769], [1.2744, 0.7888, 0.2173], [-0.6946, 0.1894, -0.6898], [0.3298, -0.4550, 0.2783], [0.3485, 0.7041, -2.0573], [-1.8790, -0.6759, -1.1558], [1.1314, -1.7171, -0.2142], [-0.3936, -0.7836, 1.6645], [0.2583, -0.3638, -3.1234], [1.1240, -1.1998, -3.2489], [-0.7538, -0.3993, -3.7639], [-0.3088, 2.2194, -2.7515], [0.6476, 2.9182, 0.2716], [0.3051, 1.8447, 1.6700], [-1.7856, 1.3956, 0.6350], [-1.2734, 2.2220, -0.8502], [1.8595, 1.9716, -1.3380], [2.4182, 0.1922, -1.5718], [2.0808, 0.7288, 0.8184], [-1.4513, -1.6091, -1.3129], [-2.3198, -0.3913, -2.0987], [-2.6830, -0.6626, -0.4211], [1.9188, -1.7605, 0.4407], [1.4521, -1.7007, -1.2700], [0.5880, -2.6978, -0.0807], [-0.6784, -1.8854, 1.7388], [-1.2775, -0.2137, 1.7225], [0.3198, -0.6336, 2.4886]], "atomic_forces_ev_per_a": [[0.66, -2.19, -2.72], [0.07, -0.28, 3.13], [-1.27, 1.49, 0.51], [-3.35, -0.16, -1.61], [0.39, -0.42, -2.85], [-0.10, -0.50, -0.43], [-1.46, -0.74, 2.31], [0.32, 1.93, 0.57], [-3.00, -0.33, -1.18], [1.92, -1.74, -1.12], [0.04, -0.11, -0.07], [1.01, 0.13, 0.41], [-0.91, 0.47, -0.56], [0.80, -0.63, -0.78], [0.29, 0.61, 0.24], [-0.65, 0.62, 1.75], [-0.20, 0.30, -0.34], [-0.84, 0.82, -0.36], [1.00, -0.53, -0.79], [0.52, 0.09, -0.30], [2.88, -0.23, 2.02], [0.21, -2.19, -0.10], [-0.01, 0.49, -0.21], [0.16, -0.31, 0.22], [2.37, -0.30, 1.37], [0.00, 0.16, 0.84], [0.16, 1.12, -0.10], [0.31, 1.39, -0.41], [-0.89, 0.72, 0.65], [-0.45, 0.30, -0.09]], "mulliken_charge": [-1.060, -1.101, -1.363, -0.286, 0.483, 1.397, 0.649, -2.020, -1.940, -1.703, 1.053, -0.655, -0.581, -0.189, 0.415, 0.471, 0.420, 0.516, 0.457, 0.380, 0.895, 0.566, 0.374, 0.355, 0.538, 0.390, 0.405, 0.381, 0.406, 0.348], "smiles": "CC1(C)[C@@H]2CC[C@@]1(C)[C@](Cl)([N+](=O)[O-])C2", "homo_lumo_gap_ha": 0.3840, "e_above_lowest_kcal_mol": 6.2, "largest_force_ha_per_bohr": 0.072}

=====

(3)
{"formula": "C10H16FN3", "method": "ωB97M-V with the def2-TZVPD basis set", "symbols": ["C", "C", "C", "C", "C", "C", "C", "C", "C", "C", "N", "N", "N", "F", "H", "H", "H", "H", "H", "H", "H", "H", "H", "H", "H", "H", "H", "H", "H", "H"], "coordinates": [[1.7449, 0.7953, -2.6232], [2.3192, 1.7529, -1.8897], [-0.4607, -0.3926, 0.2408], [-0.3896, 0.1946, 1.4193], [0.6956, -0.1877, -2.0757], [-0.7552, -0.5487, 2.6535], [2.0328, 1.6857, -0.4148], [-0.1903, 0.4134, -0.9766], [-1.0093, -2.0903, 0.7510], [0.4131, 1.6870, -0.2260], [-1.0714, -1.8496, 2.0461], [0.0942, 1.5965, 1.2258], [-2.4164, -2.2681, -0.0606], [2.5364, 2.6459, 0.4285], [1.8407, 0.8914, -3.7397], [3.1509, 2.4035, -2.3507], [0.1068, -0.7049, -2.7132], [1.2784, -1.0362, -1.6406], [0.0104, -0.7227, 3.3897], [-1.6173, 0.0865, 3.0995], [2.5201, 0.7204, -0.0203], [-1.1676, 0.6590, -1.4086], [-0.4990, -2.8427, 0.2682], [0.0615, 2.5429, -0.7527], [-1.0746, -2.6650, 2.6153], [-0.8193, 2.1589, 1.4238], [0.7586, 1.8797, 1.8984], [-2.7545, -3.2443, 0.2149], [-2.1907, -1.9595, -0.9626], [-3.1474, -1.6014, 0.1802]], "atomic_forces_ev_per_a": [[-1.43, 0.86, -1.84], [1.36, 0.12, -0.36], [-1.17, -4.06, 1.61], [1.72, -0.05, -1.22], [3.43, 0.86, 2.97], [-1.51, 1.05, -0.54], [-0.60, -1.71, 0.87], [-0.11, 0.62, 1.12], [-0.49, 6.74, -3.24], [3.05, -1.38, -2.00], [-0.72, -0.63, 2.22], [-5.30, -0.09, 0.02], [-0.62, -0.76, 3.27], [-0.18, 0.52, -0.46], [0.20, -0.60, 1.27], [-1.65, -0.82, 1.05], [-1.81, -0.91, -2.81], [-0.09, 0.57, 0.13], [0.39, 0.38, 0.31], [0.92, -1.67, -0.20], [-1.07, 0.97, -0.43], [0.18, 0.34, -0.09], [1.61, -1.88, -0.29], [-0.40, 1.12, 0.48], [0.12, -0.30, 0.96], [2.12, -0.41, -0.29], [1.62, 0.70, 0.68], [0.29, 1.45, -1.64], [0.24, -1.00, -2.35], [-0.13, 0.00, 0.80]], "mulliken_charge": [-0.513, -0.664, -0.152, -0.547, -1.030, -0.518, 0.375, 0.349, -0.360, -0.859, -0.152, 0.137, -0.363, -0.352, 0.355, 0.387, 0.762, 0.349, 0.376, 0.278, 0.283, 0.547, 0.538, 0.483, 0.280, 0.533, 0.440, 0.387, 0.308, 0.346], "total_charge": 2, "smiles": "[NH3+][C@@H]1NCC2=C1[C@@H]1CC=C[C@@H](F)[C@@H]1[NH2+]2", "homo_lumo_gap_ha": 0.3478, "e_above_lowest_kcal_mol": 36.0, "largest_force_ha_per_bohr": 0.146}

=====

(4)
{"formula": "C10H16INOS", "method": "ωB97M-V with the def2-TZVPD basis set", "symbols": ["C", "C", "C", "C", "C", "C", "C", "C", "C", "C", "N", "O", "S", "I", "H", "H", "H", "H", "H", "H", "H", "H", "H", "H", "H", "H", "H", "H", "H", "H"], "coordinates": [[-1.2938, -1.1064, -1.4405], [-0.7415, -0.0599, -2.2180], [-0.0400, -0.1455, 3.0322], [-1.1985, -1.0123, 2.3792], [0.0610, 1.1528, 2.1250], [-0.8543, -1.4392, 0.9526], [0.4194, 1.0278, 0.6762], [-1.5630, -0.5688, -0.1025], [-0.9106, 0.8718, -0.1978], [2.8910, 0.7555, -2.8739], [-0.2698, -0.0077, -3.4222], [-0.4376, 1.0653, -1.5319], [3.9110, 0.1188, -1.5503], [-0.4822, -1.4499, -4.6799], [-1.2323, -2.1320, -1.6273], [-0.3162, 0.1996, 4.1116], [0.9654, -0.7631, 3.1678], [-1.5301, -1.9502, 2.8997], [-2.1316, -0.5192, 2.2279], [-0.8831, 1.7191, 2.2481], [0.8022, 1.9332, 2.4174], [0.1903, -1.4480, 0.9411], [-1.1812, -2.4528, 0.9215], [0.9969, 1.9145, 0.5328], [1.1657, 0.3457, 0.4922], [-2.5888, -0.5960, 0.0166], [-1.7164, 1.5264, -0.0894], [2.5638, 1.8869, -2.6111], [1.8833, 0.2170, -2.9511], [3.5211, 0.9167, -3.8459]], "atomic_forces_ev_per_a": [[0.38, 1.98, -0.09], [1.41, -0.59, -1.68], [-0.28, 0.19, 0.86], [0.65, -0.94, 0.77], [0.67, 0.41, 2.11], [-1.59, 0.25, 1.05], [-3.70, 1.41, 0.17], [3.98, -0.37, -0.11], [2.67, -1.46, 0.37], [-1.25, 2.62, -0.33], [-0.10, 1.28, 0.71], [-1.25, -0.66, 0.10], [-0.07, 0.07, -0.28], [-0.32, -1.59, -1.09], [-0.14, -1.25, -0.74], [0.38, -0.67, -1.87], [-2.06, 1.27, -0.68], [0.87, 0.93, 0.26], [-0.66, 1.21, 0.73], [0.17, -0.49, -0.19], [-0.31, -1.00, 1.10], [1.64, -0.04, -1.00], [-0.28, -0.88, -0.77], [-0.44, 1.14, -1.27], [1.15, -2.41, -0.67], [-2.30, 0.39, 0.91], [-0.66, 1.82, 0.99], [0.85, -2.39, -0.46], [1.83, 0.52, -0.52], [-1.28, -0.77, 1.62]], "mulliken_charge": [-1.292, 0.896, -0.661, -0.676, -0.649, -1.027, -1.001, 0.287, 0.024, -0.350, -0.830, -0.424, -0.129, 0.083, 0.441, 0.313, 0.245, 0.324, 0.388, 0.324, 0.362, 0.364, 0.564, 0.516, 0.388, 0.508, 0.477, 0.200, 0.005, 0.330], "homo_lumo_gap_ha": [0.2721, 0.2462], "e_above_lowest_kcal_mol": 13.0, "largest_force_ha_per_bohr": 0.078}

=====

(5)
{"formula": "C10H16INP", "method": "ωB97M-V with the def2-TZVPD basis set", "symbols": ["C", "C", "C", "C", "C", "C", "C", "C", "C", "C", "N", "P", "I", "H", "H", "H", "H", "H", "H", "H", "H", "H", "H", "H", "H", "H", "H", "H", "H"], "coordinates": [[-0.6819, 1.8054, -1.1078], [0.7879, 0.1851, -2.2173], [-0.4560, 2.7417, -2.1412], [1.0401, 1.0460, -3.2630], [-0.0222, 0.5879, -1.1715], [0.3342, 2.2869, -3.2481], [-0.6253, 0.6782, 2.6341], [0.2100, -2.0899, 2.3635], [0.6470, 0.2492, 1.8974], [-0.3800, -1.1652, 0.1984], [0.5025, -1.0432, 1.3261], [0.0328, -2.5610, -0.9106], [0.1877, 3.4764, -4.9559], [-1.1724, 2.1062, -0.1955], [1.0204, -0.9130, -2.3622], [-0.8500, 3.7580, -2.1402], [1.4369, 0.5593, -4.2528], [-1.4168, 0.7866, 1.9282], [-0.7764, -0.0082, 3.5576], [-0.5544, 1.7026, 3.0069], [0.9944, -2.5379, 2.9675], [-0.4329, -1.6588, 3.1222], [-0.3625, -2.9562, 1.9926], [1.4202, 0.2065, 2.6454], [0.8466, 1.0620, 1.1264], [-1.4409, -1.1921, 0.4790], [1.4172, -1.2969, 0.9055], [-0.7672, -3.5158, -0.3203], [-0.9389, -2.2996, -1.8643]], "atomic_forces_ev_per_a": [[1.03, 0.45, 0.43], [-0.38, -1.87, 0.37], [1.19, -1.85, -0.69], [-1.32, 0.25, -2.27], [-0.42, -2.45, 1.17], [-0.09, 0.08, 0.54], [0.65, -0.42, 1.65], [-1.44, -1.21, 1.18], [-0.73, 3.93, 1.13], [-1.72, 2.63, -3.17], [2.03, -2.75, -0.64], [0.85, -0.15, -0.15], [0.34, -0.06, -0.03], [-0.48, 0.02, -0.08], [0.26, 1.59, 0.35], [-0.10, -0.47, 0.09], [-0.41, 1.51, 2.07], [-1.10, -0.70, -0.22], [-0.44, 1.52, -1.74], [0.57, -0.16, 0.17], [0.99, 0.57, -0.69], [-0.15, 0.08, -0.30], [0.35, 0.62, -0.52], [0.69, -0.02, -0.04], [0.18, -1.57, 0.71], [0.47, 0.57, 0.10], [-0.21, 0.17, 0.41], [-0.36, -0.64, 0.53], [-0.27, 0.33, -0.36]], "mulliken_charge": [-0.270, -0.268, -0.559, -0.450, 0.489, -0.035, -1.191, -0.742, -0.285, -0.840, 0.242, -0.069, 0.141, 0.331, 0.147, 0.377, 0.284, 0.313, 0.366, 0.386, 0.373, 0.217, 0.276, 0.376, 0.323, 0.464, 0.431, 0.060, 0.113], "total_charge": 1, "homo_lumo_gap_ha": 0.3015, "e_above_lowest_kcal_mol": 27.8, "largest_force_ha_per_bohr": 0.087}

=====

(6)
{"formula": "C10H16InN4O10", "method": "ωB97M-V with the def2-TZVPD basis set", "symbols": ["In", "N", "O", "O", "O", "C", "C", "O", "H", "H", "H", "H", "H", "C", "N", "O", "O", "H", "H", "H", "C", "N", "O", "O", "H", "H", "H", "C", "C", "C", "C", "C", "C", "N", "O", "O", "H", "H", "H", "H", "H"], "coordinates": [[-3.2132, -2.4393, -0.6179], [0.1639, -1.2921, -1.3679], [-0.3530, -0.6696, -0.4402], [-0.5544, -2.0614, -1.9232], [1.3316, -1.1221, -1.6409], [-1.6096, 1.4908, -2.9345], [-2.6154, 0.5309, -3.5168], [-3.5212, -0.1581, -2.7544], [-2.1194, 2.4342, -2.7388], [-0.8857, 1.5822, -3.7443], [-1.1178, 1.1294, -2.0314], [-2.1011, -0.3005, -3.9990], [-3.2341, 0.9237, -4.3237], [1.9317, 2.4315, -1.6215], [2.9735, 2.9495, -2.6005], [4.0115, 3.4889, -2.1510], [2.7927, 2.7131, -3.7603], [1.0426, 3.0617, -1.6447], [2.4226, 2.3810, -0.6496], [1.6607, 1.4382, -1.9790], [-4.0488, 2.4395, 0.5672], [-2.8051, 1.6393, 0.6086], [-1.7590, 2.2669, 0.6398], [-2.9736, 0.3928, 0.5564], [-4.4593, 2.2137, 1.5513], [-4.6241, 1.9588, -0.2241], [-3.8639, 3.5127, 0.5214], [0.9303, -1.1789, 4.0338], [1.8700, -1.9698, 4.6620], [2.6276, -2.8825, 3.9101], [2.3782, -2.9543, 2.5189], [1.5580, -2.0262, 1.9036], [0.7681, -1.2142, 2.6884], [3.0014, -3.9734, 1.7334], [3.7019, -4.8258, 2.3232], [2.9307, -3.9224, 0.5321], [0.4768, -0.3921, 4.6184], [2.1343, -1.8069, 5.6964], [3.3376, -3.4582, 4.4852], [1.4845, -2.0177, 0.8261], [0.3284, -0.3130, 2.2872]], "atomic_forces_ev_per_a": [[0.53, 0.50, -0.10], [2.05, 1.72, 1.66], [-0.60, 1.31, 1.19], [-2.32, -2.98, -2.64], [0.24, -0.08, -0.46], [-0.34, -0.73, -0.51], [-1.93, 0.00, 3.34], [1.79, 0.98, -0.64], [0.17, 0.20, 0.02], [0.25, 0.56, 0.23], [-0.12, -0.05, 0.08], [0.53, -1.24, -1.07], [-0.08, 0.06, -1.15], [0.61, -0.08, -0.17], [2.10, 0.51, 1.56], [-2.40, -0.92, -0.49], [-0.51, 0.01, -0.83], [0.33, 0.22, 0.04], [-0.30, 0.16, -0.11], [0.16, 0.08, 0.06], [-0.23, -0.64, 0.82], [0.56, -0.17, -0.75], [-0.71, -1.66, 0.09], [0.86, 1.97, 0.21], [-0.57, 0.08, -0.17], [-0.27, 0.55, 0.16], [0.20, -0.36, -0.43], [0.45, 0.33, 1.70], [0.91, -0.61, -0.66], [-1.08, 0.49, 0.10], [-0.22, 0.54, 1.92], [-0.54, -0.93, -0.37], [0.66, 1.51, -0.97], [2.96, -1.85, 0.60], [-1.47, 1.31, -0.49], [-0.67, 0.18, -0.71], [-0.38, -0.04, 0.00], [-0.22, -0.17, 0.12], [0.16, -0.39, -0.67], [0.14, 0.01, 0.04], [-0.71, -0.38, -0.59]], "mulliken_charge": [0.986, 1.125, -0.355, -0.590, -0.524, -0.520, -0.337, -0.240, 0.390, 0.393, -0.097, 0.362, 0.433, -0.530, 0.893, -0.525, -0.533, 0.256, 0.328, 0.104, -0.848, 0.698, -0.439, -0.390, 0.344, 0.309, 0.319, -0.334, -0.447, -0.362, -0.155, -0.094, -0.265, 0.976, -0.581, -0.594, 0.372, 0.367, 0.432, 0.362, 0.311], "total_charge": 1, "homo_lumo_gap_ha": 0.0827, "largest_force_ha_per_bohr": 0.090}